# 1
Below is a 2-piece molecular cluster, C12H26BO5S overall in a non-equilibrium geometry, with properties calculated with ωB97M-V/def2-TZVPD.

Computed properties:
**Total charge**: -1
**Gap between HOMO and LUMO**: 7.2 eV
**Strongest force on any atom**: 8.55 eV Å⁻¹
**E_tot**: -34614.261 eV

Atoms and positions in Å:
O -0.181 -2.312 -3.357
C 0.821 -2.917 -2.667
O 1.676 -3.969 -3.240
C 1.177 -2.450 -1.105
B 2.466 -1.432 -1.016
S 3.793 -2.593 -0.273
O 3.160 -1.038 -2.290
C 3.663 0.332 -2.106
C 2.323 0.938 -1.312
C 2.863 2.423 -0.875
C 2.007 3.646 -1.610
O 2.951 4.453 -2.433
O 2.219 -0.138 -0.302
H 1.145 -4.807 -3.408
H 0.215 -1.986 -0.572
H 1.391 -3.471 -0.529
H 4.315 -3.237 -1.441
H 4.411 0.185 -1.189
H 4.067 0.945 -3.017
H 1.502 0.984 -2.162
H 3.975 2.547 -1.261
H 2.884 2.627 0.277
H 1.195 3.241 -2.370
H 1.540 4.397 -0.826
H 2.697 4.255 -3.403
C -4.760 -1.623 2.329
C -3.302 -1.461 2.728
C -2.983 -0.078 3.300
C -3.194 1.094 2.335
C -2.401 1.015 1.027
C -0.895 1.028 1.236
H -5.042 -0.929 1.532
H -4.939 -2.639 1.961
H -5.420 -1.453 3.186
H -2.659 -1.679 1.868
H -3.063 -2.215 3.488
H -1.946 -0.076 3.656
H -3.605 0.091 4.188
H -2.927 2.022 2.855
H -4.259 1.182 2.094
H -2.673 1.876 0.404
H -2.686 0.124 0.458
H -0.582 1.934 1.764
H -0.381 1.005 0.270
H -0.559 0.160 1.810



# 2
Below is a 8-piece molecular cluster, C12H26Br2Cl16N3 overall in a non-equilibrium geometry, with properties calculated with ωB97M-V/def2-TZVPD.

Computed properties:
**Total charge**: +1
**Gap between HOMO and LUMO**: 7.2 eV
**Strongest force on any atom**: 3.98 eV Å⁻¹
**E_tot**: -357770.507 eV

Atoms and positions in Å:
C -1.621 -1.428 -0.019
C -0.177 -0.868 -0.399
C 0.493 -0.312 0.965
Br 0.560 1.658 0.855
N 1.853 -0.951 1.035
C 1.902 -1.991 2.037
N 1.582 -1.674 3.306
N 2.218 -3.347 1.792
Br 2.010 -3.852 0.005
H -2.087 -1.858 -0.944
H -1.478 -2.259 0.735
H -2.246 -0.641 0.470
H 0.476 -1.671 -0.837
H -0.212 0.013 -1.092
H -0.190 -0.581 1.813
H 2.535 -0.241 1.352
H 1.958 -0.834 3.743
H 0.916 -2.306 3.760
H 1.557 -3.894 2.374
C 0.071 -6.738 2.134
Cl 1.157 -6.344 0.795
Cl -1.083 -5.424 2.414
H -0.477 -7.647 1.896
H 0.660 -6.888 3.035
C 0.856 3.061 4.580
Cl 1.362 1.364 4.626
Cl -0.739 3.274 5.301
H 1.576 3.656 5.137
H 0.825 3.391 3.544
C 0.361 -0.679 -4.866
Cl -0.794 0.465 -4.168
Cl 0.427 -2.184 -3.938
H 0.056 -0.908 -5.883
H 1.348 -0.224 -4.869
C -3.552 2.322 3.117
Cl -4.193 3.873 2.568
Cl -2.936 1.366 1.761
H -2.742 2.503 3.815
H -4.347 1.766 3.607
C 3.194 1.069 -2.011
Cl 2.547 2.620 -2.555
Cl 3.805 0.110 -3.367
H 4.010 1.252 -1.316
H 2.403 0.511 -1.514
C 0.520 5.696 -4.035
Cl -0.304 4.162 -3.728
Cl 2.248 5.602 -3.659
H 0.400 5.945 -5.092
H 0.070 6.472 -3.419
C -0.163 6.047 -8.494
Cl 1.017 6.907 -9.486
Cl -0.306 6.775 -6.888
H -1.133 6.086 -8.985
H 0.154 5.013 -8.385
C -3.307 -5.497 5.339
Cl -3.975 -4.041 6.086
Cl -2.147 -6.294 6.409
H -4.118 -6.186 5.121
H -2.799 -5.218 4.420



# 3
Below is a 2-piece molecular cluster, C12H26ClS overall, with properties calculated with ωB97M-V/def2-TZVPD.

Computed properties:
**Total charge**: +1
**Gap between HOMO and LUMO**: 10.2 eV
**Strongest force on any atom**: 0.79 eV Å⁻¹
**E_tot**: -36215.803 eV

Atoms and positions in Å:
C -2.486 -0.480 -4.587
C -1.575 0.428 -4.274
C -1.362 0.906 -2.872
S 0.303 0.568 -2.206
C 0.232 -1.065 -1.451
C -0.280 -2.238 -2.287
C 0.475 -2.512 -3.576
Cl -0.145 -3.642 -1.183
H -3.113 -0.931 -3.824
H -2.658 -0.780 -5.613
H -0.973 0.896 -5.047
H -2.027 0.389 -2.175
H -1.480 1.984 -2.751
H 1.033 0.407 -3.321
H 1.233 -1.251 -1.054
H -0.421 -0.878 -0.592
H -1.351 -2.133 -2.457
H 0.674 -1.601 -4.145
H -0.121 -3.163 -4.218
H 1.412 -3.031 -3.365
C -1.691 1.207 2.388
C -0.445 2.026 2.709
C 0.820 1.487 2.044
C 1.216 0.067 2.456
C 1.441 -0.125 3.954
C 2.569 0.737 4.514
H -1.605 0.179 2.743
H -2.578 1.638 2.853
H -1.869 1.179 1.307
H -0.306 2.072 3.791
H -0.599 3.056 2.380
H 1.649 2.170 2.240
H 0.670 1.504 0.956
H 2.134 -0.205 1.924
H 0.450 -0.642 2.122
H 1.670 -1.177 4.137
H 0.517 0.081 4.499
H 3.511 0.524 4.005
H 2.714 0.545 5.576
H 2.361 1.802 4.402



# 4
Below is C12H26F6N3O7PtS2 as an isolated structure in a non-equilibrium geometry, with properties calculated with ωB97M-V/def2-TZVPD.

Computed properties:
**Total charge**: +1
**Gap between HOMO and LUMO (alpha / beta)**: 7.8 / 4.5 eV
**ΔE to the lowest compared entry with this formula, charge and spin**: 8.206 eV
**Strongest force on any atom**: 6.35 eV Å⁻¹
**<S²>**: 2.028
**E_tot**: -72872.847 eV
**Multiplicity**: 3

Atoms and positions in Å:
Pt -0.255 0.344 0.200
C 0.207 -5.857 0.123
F 0.858 -6.833 -0.514
F -0.381 -4.978 -0.706
F -0.738 -6.284 0.968
S 1.539 -4.837 1.149
O 0.887 -4.548 2.406
O 2.768 -5.635 1.304
N 1.802 -3.367 0.177
S 3.031 -3.832 -0.749
O 2.904 -5.181 -1.292
O 3.163 -2.767 -1.730
C 4.605 -3.666 0.377
F 5.321 -4.776 0.382
F 5.360 -2.668 0.003
F 4.261 -3.399 1.601
C -2.516 4.846 -3.247
C -2.528 3.408 -2.746
C -1.921 2.376 -3.702
O -1.697 1.091 -3.126
C -1.579 0.071 -4.127
N -1.699 3.330 -1.593
H -3.029 4.938 -4.204
H -1.465 5.078 -3.420
H -2.887 5.539 -2.492
H -3.523 3.045 -2.487
H -0.922 2.648 -4.042
H -2.581 2.300 -4.566
H -1.411 -0.908 -3.678
H -0.658 0.273 -4.675
H -2.422 0.022 -4.816
H -2.230 3.804 -0.877
H -0.953 4.004 -1.687
C -2.998 -0.774 1.105
O -1.916 -0.143 1.837
C -2.294 0.449 3.103
C -0.975 0.789 3.886
N 0.020 1.404 3.015
C 1.397 1.023 3.348
C 2.296 1.653 2.213
O 1.697 1.473 0.909
C 2.397 2.153 -0.151
H -2.784 -1.222 0.135
H -3.791 -0.098 0.784
H -3.436 -1.542 1.741
H -2.945 -0.212 3.675
H -2.961 1.302 2.980
H -0.624 -0.164 4.282
H -1.109 1.329 4.824
H 0.055 2.407 3.134
H 1.473 -0.059 3.454
H 1.668 1.387 4.339
H 3.360 1.434 2.123
H 2.193 2.736 2.271
H 1.896 2.220 -1.117
H 3.388 1.710 -0.248
H 2.680 3.163 0.143



What is the formula in the second record? C12H26Br2Cl16N3